{"formula": "C12H10BF6N3Pd", "method": "ωB97M-V/def2-TZVPD", "homo_energy_ev": -9.517, "gap_ev": 7.60, "symbols": ["Pd", "C", "C", "C", "C", "C", "C", "N", "N", "C", "C", "C", "C", "C", "N", "H", "H", "H", "H", "H", "H", "H", "H", "H", "F", "B", "F", "F", "F", "F", "C", "F", "H"], "xyz": [[0.006260, -0.910214, 0.921874], [0.962293, 4.467946, 1.460959], [1.555621, 3.328399, 1.993880], [1.400267, 2.101189, 1.370621], [0.629735, 2.020389, 0.227536], [0.043119, 3.143882, -0.324355], [0.214155, 4.374375, 0.297546], [0.475289, 0.760948, -0.480411], [-0.721259, 0.378650, -0.584478], [-0.966380, -0.668332, -1.569760], [-1.054074, -0.332689, -2.904137], [-1.374709, -1.364735, -3.769937], [-1.583015, -2.641301, -3.262872], [-1.479100, -2.847648, -1.899005], [-1.190310, -1.859092, -1.048887], [1.090740, 5.425271, 1.948181], [2.141304, 3.392892, 2.901404], [1.887431, 1.215546, 1.760341], [-0.534657, 3.055968, -1.235523], [-0.242356, 5.256854, -0.131152], [-0.868855, 0.677336, -3.240025], [-1.456248, -1.177711, -4.832839], [-1.828966, -3.468041, -3.913970], [-1.642099, -3.825122, -1.463630], [1.327716, -2.964242, 0.389909], [2.092489, -2.917817, 1.585533], [1.450043, -1.824398, 2.367182], [1.944361, -4.082424, 2.307401], [3.392172, -2.557238, 1.337239], [-2.436914, -1.366776, 1.761331], [-1.223522, -1.528199, 2.261199], [-1.047398, -0.700377, 3.277830], [-0.963131, -2.563289, 2.491013]], "forces_ev_per_angstrom": [[0.00, -1.55, 0.89], [0.03, -0.08, 0.00], [-0.03, 0.06, 0.02], [0.29, -0.03, 0.09], [-0.31, -0.47, -0.27], [-0.14, 0.22, 0.01], [-0.02, -0.05, -0.05], [0.73, 0.96, -0.36], [-0.92, 0.30, -0.79], [0.21, 0.68, 0.37], [0.06, -0.26, -0.21], [0.02, 0.02, -0.07], [0.00, 0.01, 0.00], [0.02, -0.05, 0.12], [0.00, 0.16, -0.06], [0.00, -0.01, 0.00], [0.00, 0.01, -0.02], [-0.03, -0.04, 0.05], [-0.01, 0.00, 0.03], [0.00, 0.00, 0.01], [0.00, -0.01, 0.01], [0.00, -0.01, 0.01], [-0.01, 0.02, 0.00], [0.04, 0.01, 0.01], [0.04, -0.08, -0.01], [0.08, -0.16, 0.20], [0.07, 0.07, -0.12], [0.03, 0.18, -0.11], [-0.13, -0.04, 0.03], [-0.35, -0.10, -0.01], [0.42, 0.27, -0.14], [-0.04, 0.07, 0.31], [-0.05, -0.08, 0.03]], "mulliken_charge": [0.475, -0.481, -0.584, -0.631, 0.836, -0.179, -0.554, -0.327, -0.204, 0.889, -0.481, -0.417, -0.503, -0.478, -0.128, 0.383, 0.378, 0.474, 0.364, 0.360, 0.405, 0.395, 0.390, 0.419, -0.340, 0.649, -0.459, -0.352, -0.343, -0.216, 0.192, -0.209, 0.276]}